Formula: C2HFIN
Source: the Open Molecules 2025 dataset
Level of theory: ωB97M-V/def2-TZVPD

Geometry as XYZ:
```
6
Properties=species:S:1:pos:R:3:mulliken_charge:R:1
C -0.014 2.332 0.213 0.07
C 0.642 0.343 0.410 -0.10
N -0.742 3.181 0.156 -0.30
F 0.365 0.073 1.700 -0.15
I 2.674 0.020 -0.051 0.19
H 0.074 -0.285 -0.163 0.30
```

Values from the calculation:
HOMO (eV): -10.819
Total charge: 0
Relative energy (zero: lowest compared OMol25 entry of this formula, charge and spin) (kcal/mol): 54.8
E_LUMO (eV): -1.34


Formula: C2HFLiO
Source: the Open Molecules 2025 dataset
Level of theory: ωB97M-V/def2-TZVPD

Geometry as XYZ:
```
6
Properties=species:S:1:pos:R:3:mulliken_charge:R:1
H -0.381 1.017 0.590 0.51
O -0.240 0.514 -1.822 -0.22
C 0.427 0.105 -0.949 0.84
C 0.392 0.162 0.391 -0.86
Li -1.526 -1.370 0.634 0.96
F 1.327 -0.429 1.155 -0.22
```

Values from the calculation:
HOMO (eV): -14.475
Total charge: +1
Relative energy (zero: lowest compared OMol25 entry of this formula, charge and spin) (kcal/mol): 0.0
E_LUMO (eV): -6.04


Formula: C2HFN2O
Source: the Open Molecules 2025 dataset
Level of theory: ωB97M-V/def2-TZVPD

Geometry as XYZ:
```
7
Properties=species:S:1:pos:R:3:mulliken_charge:R:1
F 1.920 0.006 -0.015 -0.23
C 0.654 0.204 0.023 0.75
C -0.339 1.185 -0.003 -0.53
N -1.488 0.438 -0.016 -0.18
N -1.307 -0.802 -0.001 -0.12
O 0.083 -1.009 0.010 -0.10
H -0.273 2.232 0.054 0.41
```

Values from the calculation:
Structure (SMILES): Fc1cnno1
HOMO (eV): -10.544
Total charge: 0
Relative energy (zero: lowest compared OMol25 entry of this formula, charge and spin) (kcal/mol): 31.3
E_LUMO (eV): 0.75


Formula: C2HFN2O2
Source: the Open Molecules 2025 dataset
Level of theory: ωB97M-V/def2-TZVPD

Geometry as XYZ:
```
8
Properties=species:S:1:pos:R:3:mulliken_charge:R:1
C -0.308 -0.671 -1.167 0.58
C -0.278 -0.607 0.226 -0.18
N -0.233 -0.931 -2.269 -0.30
N 0.848 0.321 0.696 0.99
O 0.952 0.563 1.918 -0.55
O 1.459 0.823 -0.173 -0.47
F -1.152 -1.142 1.049 -0.16
H -1.288 1.644 -0.280 0.08
```

Values from the calculation:
HOMO (alpha / beta) (eV): -11.763 / -10.726
Total charge: 0
Relative energy (zero: lowest compared OMol25 entry of this formula, charge and spin) (kcal/mol): 196.1
E_LUMO (alpha / beta) (eV): -2.88 / -1.24


Formula: C2HFN2OS
Source: the Open Molecules 2025 dataset
Level of theory: ωB97M-V/def2-TZVPD

Geometry as XYZ:
```
8
Properties=species:S:1:pos:R:3:mulliken_charge:R:1
F 2.492 -0.695 -0.077 -0.20
C 1.321 -0.076 -0.026 0.58
N 0.174 -0.710 0.032 -0.46
C -0.703 0.283 -0.012 0.54
S -2.333 -0.174 -0.045 -0.22
N -0.267 1.403 -0.087 -0.30
O 1.142 1.265 0.048 -0.10
H -1.826 -1.296 0.167 0.17
```

Values from the calculation:
Structure (SMILES): Fc1nc(S)no1
HOMO (eV): -9.957
Total charge: 0
Relative energy (zero: lowest compared OMol25 entry of this formula, charge and spin) (kcal/mol): 34.9
E_LUMO (eV): 0.69


Formula: C2HFN5O
Source: the Open Molecules 2025 dataset
Level of theory: ωB97M-V/def2-TZVPD

Geometry as XYZ:
```
10
Properties=species:S:1:pos:R:3:mulliken_charge:R:1
O -0.442 -0.174 3.272 -0.27
C 0.039 -0.989 2.292 0.82
N 0.354 -1.538 1.065 -0.70
N -0.011 -0.663 0.024 0.83
N -1.314 -0.781 -0.438 -0.10
N -1.390 0.216 -1.431 -0.13
C -0.097 0.991 -1.572 0.42
F 0.302 2.131 -2.428 -0.09
N 0.785 0.320 -0.543 -0.14
H 1.774 0.488 -0.241 0.35
```

Values from the calculation:
Structure (SMILES): O=C=Nn1nnc(F)[nH+]1
HOMO (eV): -16.579
Total charge: +1
E_LUMO (eV): -7.10


Formula: C2HFO2Yb
Source: the Open Molecules 2025 dataset
Level of theory: ωB97M-V/def2-TZVPD

Geometry as XYZ:
```
7
Properties=species:S:1:pos:R:3:mulliken_charge:R:1
C 0.316 0.078 -0.720 -0.64
C 0.770 1.074 -0.004 0.66
O 1.466 1.987 0.358 -0.50
O -0.706 -0.825 -0.276 -0.53
H -1.094 -0.532 0.836 0.37
Yb 0.288 -1.923 -1.976 1.30
F -1.040 0.141 1.783 -0.65
```

Values from the calculation:
HOMO (eV): -6.585
Total charge: 0
Relative energy (zero: lowest compared OMol25 entry of this formula, charge and spin) (kcal/mol): 0.0
E_LUMO (eV): -2.46


Formula: C2HFOPd
Source: the Open Molecules 2025 dataset
Level of theory: ωB97M-V/def2-TZVPD

Geometry as XYZ:
```
6
Properties=species:S:1:pos:R:3:lowdin_spin:R:1
H -0.112 1.591 -0.103 0.04
C -0.212 -0.469 -0.274 0.73
C 0.381 0.688 -0.479 0.58
O -0.763 -1.495 -0.112 0.52
F 1.663 0.749 -0.851 0.23
Pd -1.797 -2.445 -1.001 0.89
```

Values from the calculation:
HOMO (alpha / beta) (eV): -12.635 / -16.161
Total charge: +1
Spin multiplicity: 4
Relative energy (zero: lowest compared OMol25 entry of this formula, charge and spin) (kcal/mol): 20.0
E_LUMO (alpha / beta) (eV): -5.40 / -8.03


Formula: C2HGaLiO2
Source: the Open Molecules 2025 dataset
Level of theory: ωB97M-V/def2-TZVPD

Geometry as XYZ:
```
7
Properties=species:S:1:pos:R:3:mulliken_charge:R:1
O -2.129 -0.032 -0.270 -0.02
C -1.105 0.166 -1.059 0.15
Ga -3.498 0.900 0.135 1.12
Li -0.896 -1.232 0.225 0.90
H -1.391 0.477 -2.084 0.42
C 0.871 0.614 0.058 0.26
O 1.776 1.207 0.399 0.16
```

Values from the calculation:
HOMO (alpha / beta) (eV): -27.362 / -26.735
Total charge: +3
Relative energy (zero: lowest compared OMol25 entry of this formula, charge and spin) (kcal/mol): 60.1
E_LUMO (alpha / beta) (eV): -18.32 / -19.72


Formula: C2HI2O4S
Source: the Open Molecules 2025 dataset
Level of theory: ωB97M-V/def2-TZVPD

Geometry as XYZ:
```
10
Properties=species:S:1:pos:R:3:lowdin_spin:R:1
C -0.405 0.439 0.421 0.06
C -1.564 -0.225 0.091 0.48
O -0.150 -0.540 -2.014 0.03
O -0.150 1.592 0.792 0.04
O -2.602 -0.862 -2.327 0.00
O -1.805 1.326 -2.150 0.03
S -1.520 -0.066 -1.870 0.01
I -1.742 -2.215 0.312 0.10
I -3.557 0.963 0.641 1.23
H 0.446 -0.275 0.054 0.03
```

Values from the calculation:
HOMO (alpha / beta) (eV): -3.174 / -5.448
Total charge: -1
Spin multiplicity: 3
E_LUMO (alpha / beta) (eV): 2.65 / -0.18


Formula: C2HIN2O2
Source: the Open Molecules 2025 dataset
Level of theory: ωB97M-V/def2-TZVPD

Geometry as XYZ:
```
8
Properties=species:S:1:pos:R:3:mulliken_charge:R:1
C 0.456 0.358 -1.305 0.43
C -0.404 0.079 -0.214 -0.37
N 1.171 0.570 -2.191 -0.32
N 0.339 -0.710 0.737 0.92
O 1.547 -0.715 0.606 -0.55
O -0.252 -1.123 1.726 -0.54
I -2.404 -0.476 -0.241 0.28
H -0.452 2.018 0.882 0.15
```

Values from the calculation:
HOMO (alpha / beta) (eV): -10.738 / -10.280
Total charge: 0
Relative energy (zero: lowest compared OMol25 entry of this formula, charge and spin) (kcal/mol): 130.8
E_LUMO (alpha / beta) (eV): -3.24 / -1.73


Formula: C2HMgO3
Source: the Open Molecules 2025 dataset
Level of theory: ωB97M-V/def2-TZVPD

Geometry as XYZ:
```
7
Properties=species:S:1:pos:R:3:mulliken_charge:R:1
O 2.461 -1.833 -0.711 -0.05
H 2.490 -2.805 -0.503 0.50
O -0.445 -0.131 -0.052 0.24
C 0.717 -0.509 -0.060 0.69
C 1.861 -1.070 0.030 0.26
O -0.695 1.159 -0.115 -0.29
Mg -2.634 1.784 0.106 1.65
```

Values from the calculation:
HOMO (alpha / beta) (eV): -25.727 / -25.832
Total charge: +3
Relative energy (zero: lowest compared OMol25 entry of this formula, charge and spin) (kcal/mol): 0.0
E_LUMO (alpha / beta) (eV): -18.06 / -18.38